{"formula": "C5H5O16V", "method": "the ωB97M-V functional and the def2-TZVPD basis", "homo_energy_ev": [0.545, 0.554], "total_energy_ev": -63715.99269, "multiplicity": 2, "de_lowest_kcal_mol": 22.1, "charge": -3, "elements": ["O", "V", "O", "C", "O", "O", "H", "O", "C", "O", "O", "H", "O", "C", "O", "O", "H", "O", "C", "O", "O", "H", "O", "C", "O", "O", "H"], "positions_angstrom": [[-1.061826, -1.483785, 1.427333], [-0.189210, -0.461317, 0.582217], [-2.893086, 2.764057, 2.010671], [-1.672607, 2.521424, 1.518294], [-1.289033, 1.307297, 1.422348], [-0.911507, 3.455044, 1.178123], [-3.151777, 1.823743, 2.093470], [1.373996, 2.065095, -2.660149], [1.020033, 1.072555, -1.784820], [0.934678, -0.090995, -2.256527], [0.798248, 1.301665, -0.576649], [1.638646, 1.494267, -3.395373], [2.304866, -3.894959, -0.444987], [1.276921, -3.107178, -0.911667], [0.898364, -2.239791, -0.073768], [0.774566, -3.309516, -2.025614], [2.234700, -4.495437, -1.214118], [-3.379173, 0.654640, -2.300028], [-2.500067, -0.350274, -2.052421], [-1.936799, -0.460935, -0.917830], [-2.178894, -1.135599, -2.975449], [-3.391029, 0.890590, -1.343286], [2.953828, 0.241309, 3.762373], [2.152990, 0.623465, 2.697549], [2.138535, 1.772006, 2.241922], [1.487840, -0.312012, 2.145595], [2.566806, -0.645368, 3.852789]], "atomic_forces_ev_per_a": [[1.0156, 1.6025, -0.5966], [-0.9158, -0.7999, 0.3464], [-1.4783, -1.0927, 0.5144], [6.0036, 0.9528, -2.3854], [-1.4399, -1.1583, 0.6417], [-2.1908, 0.1110, 0.8530], [-0.5139, 0.4150, 0.2551], [0.4595, 0.5033, -0.0223], [-0.8436, -3.4644, 0.9310], [0.5851, 1.1042, -0.7930], [-0.2248, 0.8315, 0.3477], [-0.2060, 0.2153, -0.1715], [0.0225, -1.1333, -1.2413], [-2.6605, 2.9026, 0.3064], [0.5186, 0.5314, 0.4345], [1.1723, -1.1482, 0.3439], [0.8218, -0.2799, 0.4723], [-0.3545, 0.2686, 2.1816], [4.2762, -4.1316, -2.3871], [-0.8503, 1.5753, 1.2935], [-1.7770, 1.2488, -0.0140], [-0.5855, 1.0749, -0.5867], [-0.6784, -0.4945, 0.0926], [-1.1972, 2.4579, -3.5969], [1.1950, -0.4419, 1.9689], [-0.6712, -1.5078, 0.4899], [0.5173, -0.1426, 0.3220]], "nbo_charge": [-0.51, 1.71, -0.73, 0.95, -0.81, -0.73, 0.48, -0.74, 0.94, -0.77, -0.75, 0.48, -0.74, 0.96, -0.76, -0.74, 0.46, -0.73, 0.94, -0.81, -0.75, 0.48, -0.75, 0.94, -0.70, -0.81, 0.48]}

***

{"formula": "C5H5O3P", "method": "the ωB97M-V functional and the def2-TZVPD basis", "homo_energy_ev": -8.578, "total_energy_ev": -20694.66535, "multiplicity": 1, "smiles": "O=CP(O)c1ccco1", "de_lowest_kcal_mol": 21.5, "elements": ["O", "C", "P", "O", "C", "C", "C", "C", "O", "H", "H", "H", "H", "H"], "positions_angstrom": [[-2.004599, 1.033449, -1.938818], [-0.897854, 1.442719, -1.749123], [0.614314, 0.324577, -1.682415], [2.008928, 1.515718, -1.076107], [0.158790, -0.321407, -0.048460], [0.918555, -0.736219, 1.026932], [-0.002254, -1.398897, 1.859273], [-1.213787, -1.446402, 1.248725], [-1.125356, -0.803725, 0.047170], [-0.770173, 2.573890, -1.551530], [2.163118, 2.255337, -1.794103], [1.929947, -0.581367, 1.373422], [0.413597, -1.995881, 2.776531], [-2.193226, -1.861791, 1.508503]], "atomic_forces_ev_per_a": [[0.0585, -0.4536, -0.2905], [-0.0680, 1.8173, 0.5115], [2.2537, 2.1190, 0.7552], [-2.3591, 0.0357, -2.6903], [0.8962, -0.5741, 0.1162], [-1.0426, 0.7199, -0.4839], [0.7970, -2.4249, 2.4273], [-0.0058, -0.0857, -0.0162], [0.5569, 0.3500, 0.6467], [0.3184, -1.1006, -0.2051], [-0.5870, -2.3508, 1.8840], [0.0398, 0.2816, -0.7909], [-1.5162, 1.4304, -1.6501], [0.6581, 0.2359, -0.2137]], "nbo_charge": [-0.49, 0.14, 0.98, -0.96, -0.07, -0.28, -0.31, 0.09, -0.40, 0.12, 0.48, 0.25, 0.24, 0.22]}

***

{"formula": "C5H5O3Tl", "method": "the ωB97M-V functional and the def2-TZVPD basis", "homo_energy_ev": [-13.181, -13.669], "total_energy_ev": -16090.14039, "multiplicity": 2, "de_lowest_kcal_mol": 7.5, "charge": 1, "elements": ["O", "C", "O", "Tl", "H", "O", "C", "C", "C", "C", "H", "H", "H", "H"], "positions_angstrom": [[-0.275887, 2.313086, -0.092167], [-1.055109, 1.353384, -0.181256], [-1.272566, 0.558606, 0.861193], [1.773063, 1.996596, -0.109513], [-1.804085, 1.317152, -0.992926], [2.890074, -0.840594, 0.722865], [1.935490, -0.164669, -0.015208], [0.855932, -0.804004, -0.411426], [-0.451186, -0.979042, -0.699710], [-1.499103, -0.793423, 0.385164], [3.602414, -0.235246, 0.940194], [-0.782329, -1.410684, -1.649794], [-2.517862, -0.870223, -0.021820], [-1.398847, -1.440936, 1.264398]], "atomic_forces_ev_per_a": [[-2.9748, -0.5367, -0.3980], [-1.3620, 1.2759, 1.5240], [0.6395, 0.6901, -0.5870], [3.0744, 1.1971, 0.0058], [0.5744, -0.3534, -0.1238], [-0.4606, 1.2457, -0.8228], [-0.5516, -4.0594, 0.9162], [-0.9325, 1.7413, -0.4354], [1.2382, -1.3543, 0.1214], [-0.2722, -0.0038, -0.3270], [0.4454, -0.0905, 0.1142], [0.2368, 0.1284, 0.2521], [0.2927, -0.0431, 0.1334], [0.0522, 0.1626, -0.3732]], "lowdin_charge": [-0.14, -0.30, 0.01, 1.26, 0.19, 0.01, -0.41, 0.00, -0.05, -0.10, 0.09, 0.13, 0.14, 0.15]}

***

{"formula": "C5H5O4S", "method": "the ωB97M-V functional and the def2-TZVPD basis", "homo_energy_ev": -4.529, "total_energy_ev": -24291.79099, "multiplicity": 1, "smiles": "O=S(=O)([O-])OC1=CC=CC1", "de_lowest_kcal_mol": 0.0, "charge": -1, "elements": ["O", "S", "O", "O", "O", "C", "C", "C", "C", "C", "H", "H", "H", "H", "H"], "positions_angstrom": [[-2.164856, 0.679139, 1.281577], [-2.506829, 0.466318, -0.114836], [-2.144893, 1.547304, -1.035953], [-3.850302, 0.004149, -0.284783], [-1.414064, -0.787362, -0.470538], [-0.078250, -0.659499, -0.237662], [0.955750, -1.515909, -0.480352], [2.201794, -0.811073, -0.035628], [1.906097, 0.428022, 0.387681], [0.412082, 0.687341, 0.156077], [0.793105, -2.581215, -0.807233], [3.238472, -1.220121, 0.068232], [2.561291, 1.111086, 0.985392], [0.231894, 1.512798, -0.515908], [-0.141292, 1.139020, 1.103934]], "atomic_forces_ev_per_a": [[-0.2670, 0.3573, -0.0241], [0.7817, 1.8780, 0.8128], [0.0643, -0.9579, 0.5748], [0.0227, -1.2352, -0.6607], [-0.1993, -1.2969, -0.7752], [-0.7781, 1.4483, -0.9403], [-0.7020, -0.6459, 0.3252], [0.4923, -0.4814, 0.2936], [-0.4543, 0.7934, 0.3975], [1.1798, 0.9419, 3.3799], [0.5372, 1.3680, 0.3565], [-1.2142, 0.0197, -0.2802], [-0.5380, -0.6546, -0.9972], [-0.1430, -0.1589, -0.8055], [1.2180, -1.3758, -1.6572]], "nbo_charge": [-1.03, 2.56, -1.01, -0.97, -0.71, 0.39, -0.38, -0.24, -0.22, -0.57, 0.21, 0.20, 0.20, 0.28, 0.30]}

***

{"formula": "C5H5O5PS", "method": "the ωB97M-V functional and the def2-TZVPD basis", "homo_energy_ev": 0.959, "total_energy_ev": -35627.26318, "multiplicity": 1, "de_lowest_kcal_mol": 20.8, "charge": -2, "elements": ["C", "C", "C", "C", "C", "O", "O", "O", "O", "O", "P", "S", "H", "H", "H", "H", "H"], "positions_angstrom": [[0.311054, 1.600071, 0.260997], [-0.800747, 2.531853, -0.363103], [-0.308728, -0.912553, 0.455727], [-0.683217, 0.483305, 0.637388], [-1.386982, -1.811186, -0.161022], [1.251787, 1.125015, -0.659911], [0.948372, -1.249798, 0.072545], [-0.505958, -0.382190, 1.733099], [2.884476, -0.560951, -1.512338], [3.005781, 0.068169, 0.987981], [2.237960, -0.113249, -0.245340], [-2.151887, 1.302967, 0.010866], [0.860181, 1.927443, 1.179884], [-0.723180, 2.299179, -1.497584], [-1.479254, -1.759669, -1.198900], [-2.409848, -1.713406, 0.332749], [-1.049818, -2.834997, -0.033046]], "atomic_forces_ev_per_a": [[-1.5907, -0.0580, 1.3166], [0.8603, -0.0810, -1.9156], [-0.8078, 0.7265, -2.1204], [0.7896, 0.4875, -1.1523], [-0.3118, -0.9817, 2.8966], [1.1837, -0.2640, -0.3805], [1.2188, -0.2319, -0.0334], [-0.5992, -0.4745, 1.5840], [-0.1066, -0.0579, 0.4299], [0.3807, 0.3614, 1.0714], [-1.9109, -0.7299, -1.7790], [-0.3743, -0.2490, 1.0446], [-0.4294, 0.2874, -0.5912], [0.3631, 0.6916, 1.5221], [-0.0675, 0.9538, -1.7151], [1.4093, 0.1443, -0.6049], [-0.0075, -0.5245, 0.4272]], "nbo_charge": [0.03, -0.79, 0.47, 0.04, -0.63, -0.83, -0.82, -0.52, -1.18, -1.17, 2.53, -0.02, 0.16, 0.14, 0.21, 0.20, 0.19]}